No. 1
Formula: C11H27O14S4V
Source: the OMol25 dataset
Level of theory: ωB97M-V/def2-TZVPD

Atoms and positions in Å:
O  -0.618  0.700  -0.251
V  -0.019  0.720  1.213
O  2.852  -0.538  4.176
C  1.834  0.350  4.041
O  1.505  0.983  5.051
O  1.345  0.489  2.880
H  3.192  -0.438  5.068
O  -0.309  4.859  2.091
C  -0.514  3.609  2.640
O  -0.536  3.448  3.841
O  -0.628  2.674  1.755
H  -0.440  4.674  1.149
O  -2.618  -1.724  3.551
C  -1.980  -0.535  3.298
O  -1.745  -0.249  2.070
O  -1.696  0.166  4.270
H  -2.666  -2.106  2.649
C  0.626  1.680  -4.510
S  0.402  -0.098  -4.285
O  0.041  -0.332  -2.854
C  -1.189  -0.247  -5.180
H  -0.120  2.378  -4.136
H  0.852  1.838  -5.569
H  1.585  1.941  -4.053
H  -1.154  -1.187  -5.731
H  -1.220  0.520  -5.956
H  -2.022  -0.184  -4.487
C  -3.372  -1.471  -0.729
S  -3.899  -2.968  0.202
O  -2.752  -3.318  1.085
C  -5.147  -2.224  1.348
H  -2.784  -1.903  -1.538
H  -2.726  -0.774  -0.181
H  -4.252  -0.904  -1.036
H  -5.240  -2.938  2.159
H  -6.113  -1.987  0.899
H  -4.755  -1.256  1.664
C  3.708  1.611  -1.605
S  2.236  2.366  -0.792
O  1.850  1.290  0.189
C  3.114  3.642  0.119
H  4.017  2.297  -2.398
H  3.423  0.661  -2.048
H  4.515  1.535  -0.880
H  2.367  4.256  0.617
H  3.634  4.263  -0.617
H  3.875  3.219  0.771
C  0.423  -2.984  -0.996
S  1.502  -1.837  -0.122
O  0.631  -1.254  0.962
C  2.429  -3.063  0.797
H  0.999  -3.754  -1.506
H  -0.238  -2.404  -1.632
H  -0.149  -3.439  -0.182
H  1.797  -3.928  0.996
H  2.980  -2.683  1.650
H  3.163  -3.443  0.073

Properties
⟨S²⟩   0.7702
Largest force on an atom   0.073 Eh/bohr
Net charge   -1
Relative energy (zero: lowest compared OMol25 entry of this formula, charge and spin)   0.0 kJ/mol
Frontier orbital gap (alpha / beta)   6.068 / 6.071 eV
E_LUMO (alpha / beta)   1.5 / 1.5 eV
Multiplicity   2

=====

No. 2
Formula: C11H27O3P
Source: the OMol25 dataset
Level of theory: ωB97M-V/def2-TZVPD

Atoms and positions in Å:
C  1.654  0.050  3.196
O  0.665  -0.362  2.268
C  1.164  -0.962  1.043
C  1.380  -0.029  -0.148
C  1.775  1.421  0.141
C  0.681  2.315  0.773
C  -0.725  1.784  0.519
C  -1.780  2.195  1.534
C  -2.971  1.216  1.402
P  -2.509  -0.149  2.446
O  -3.435  -1.436  2.391
H  1.377  -0.294  4.196
H  1.758  1.139  3.207
H  2.624  -0.387  2.946
H  2.079  -1.509  1.285
H  0.414  -1.715  0.779
H  2.119  -0.493  -0.808
H  0.508  -0.046  -0.802
H  2.659  1.442  0.787
H  2.087  1.849  -0.812
H  0.759  3.342  0.406
H  0.832  2.366  1.856
H  -0.648  0.700  0.569
H  -1.069  2.015  -0.494
H  -1.338  2.111  2.540
H  -2.117  3.227  1.440
H  -3.952  1.596  1.691
H  -3.030  0.846  0.373
H  -2.615  0.230  3.781
H  -1.161  -0.475  2.240
H  -3.646  -1.793  1.510
C  1.182  -1.619  -4.954
C  1.096  -1.961  -3.453
C  -0.405  -1.985  -3.048
O  1.814  -1.130  -2.678
H  0.798  -0.604  -5.105
H  2.229  -1.633  -5.262
H  0.618  -2.312  -5.588
H  1.431  -3.030  -3.368
H  -0.809  -0.971  -3.168
H  -0.482  -2.268  -1.992
H  -1.009  -2.681  -3.640

Properties
Largest force on an atom   0.007 Eh/bohr
Relative energy (zero: lowest compared OMol25 entry of this formula, charge and spin)   263.1 kJ/mol
Frontier orbital gap   3.966 eV
E_LUMO   -1.1 eV
Multiplicity   1

=====

No. 3
Formula: C11H28AlClFO2S
Source: the OMol25 dataset
Level of theory: ωB97M-V/def2-TZVPD

Atoms and positions in Å:
C  4.030  2.195  0.199
C  2.721  2.915  0.549
Cl  2.989  4.712  0.479
C  1.518  2.519  -0.310
Al  -0.021  1.907  0.851
F  -0.162  0.194  0.681
S  -1.960  2.936  0.206
H  4.764  2.916  -0.137
H  3.863  1.446  -0.560
H  4.429  1.723  1.091
H  2.497  2.747  1.592
H  1.260  3.345  -0.965
H  1.792  1.695  -0.958
H  0.259  2.180  2.403
H  -1.543  3.649  -0.840
C  -6.773  0.192  -2.985
C  -7.187  0.812  -1.660
O  -7.071  -0.060  -0.554
C  -5.755  -0.533  -0.286
C  -4.742  0.562  -0.008
H  -7.308  -0.744  -3.152
H  -7.000  0.876  -3.805
H  -5.704  -0.020  -3.018
H  -8.243  1.084  -1.700
H  -6.627  1.737  -1.482
H  -5.411  -1.176  -1.105
H  -5.862  -1.173  0.591
H  -4.544  1.177  -0.884
H  -3.790  0.130  0.298
H  -5.095  1.221  0.786
C  3.470  -2.870  2.643
C  3.241  -2.108  1.349
O  4.415  -1.509  0.823
C  5.461  -2.391  0.485
C  5.092  -3.406  -0.586
H  3.958  -2.231  3.380
H  2.515  -3.204  3.049
H  4.097  -3.753  2.498
H  2.545  -1.289  1.524
H  2.774  -2.755  0.598
H  5.845  -2.900  1.379
H  6.264  -1.752  0.117
H  4.345  -4.118  -0.232
H  5.974  -3.973  -0.886
H  4.684  -2.902  -1.462

Properties
Largest force on an atom   0.012 Eh/bohr
Net charge   -1
Frontier orbital gap   7.883 eV
E_LUMO   2.8 eV
Multiplicity   1

=====

No. 4
Formula: C11H28BIInNO2PPd
Source: the OMol25 dataset
Level of theory: ωB97M-V/def2-TZVPD

Atoms and positions in Å:
C  4.170  -2.370  1.453
C  3.833  -1.846  0.059
C  4.701  -0.650  -0.350
C  4.137  0.685  0.153
C  3.244  1.390  -0.877
C  2.103  2.215  -0.264
C  0.738  1.548  -0.414
C  -0.390  2.381  0.194
C  -1.831  2.003  -0.204
C  -2.054  0.535  -0.578
C  -1.826  -0.454  0.579
In  -3.290  -1.999  0.775
B  -5.639  -1.180  1.077
N  -6.556  -0.813  0.097
O  -5.665  -1.162  2.387
P  -3.538  -2.861  -1.703
O  -2.162  -2.297  -2.268
I  -5.229  -1.848  -2.987
H  4.993  -3.089  1.432
H  4.480  -1.560  2.120
H  3.318  -2.868  1.924
H  3.942  -2.646  -0.678
H  2.778  -1.542  0.037
H  5.713  -0.793  0.043
H  4.798  -0.620  -1.441
H  3.536  0.500  1.053
H  4.952  1.347  0.462
H  3.855  2.019  -1.528
H  2.811  0.619  -1.529
H  2.057  3.222  -0.693
H  2.290  2.351  0.809
H  0.779  0.566  0.075
H  0.547  1.366  -1.479
H  -0.239  3.436  -0.200
H  -0.296  2.359  1.286
H  -2.490  2.225  0.644
H  -2.168  2.641  -1.025
H  -3.087  0.472  -0.956
H  -1.413  0.260  -1.421
H  -1.906  0.066  1.545
H  -0.826  -0.889  0.546
H  -3.025  -3.182  1.970
H  -6.318  -0.029  -0.502
H  -6.948  -1.546  -0.486
H  -4.924  -1.054  2.989
H  -2.112  -1.666  -2.994
Pd  0.157  4.755  0.868

Properties
Largest force on an atom   0.021 Eh/bohr
Net charge   +1
Frontier orbital gap   3.036 eV
E_LUMO   -6.5 eV
Multiplicity   1

=====

No. 5
Formula: C11H29Cl2N2OP2SSn
Source: the OMol25 dataset
Level of theory: ωB97M-V/def2-TZVPD

Atoms and positions in Å:
C  1.233  -0.027  -6.000
C  1.165  0.156  -4.566
H  2.288  -0.034  -6.297
H  0.713  0.784  -6.527
H  0.759  -0.978  -6.276
O  1.950  0.357  -3.677
Cl  -1.015  0.424  -4.078
Sn  -0.057  -0.013  -1.932
P  -0.154  2.429  -0.722
C  1.012  3.129  0.493
C  -0.097  3.606  -2.118
H  -0.399  4.594  -1.766
H  -1.976  3.855  0.004
H  -0.774  3.271  -2.915
H  -2.546  2.208  -0.480
H  2.037  2.948  0.153
H  0.926  3.649  -2.517
C  -1.773  2.770  0.056
H  0.850  4.217  0.589
H  -1.759  2.431  1.101
H  0.869  2.642  1.467
P  0.101  -2.437  -0.310
C  1.315  -3.018  0.938
C  -1.468  -2.906  0.528
H  -0.494  -3.541  -2.387
H  0.022  -4.724  -1.140
H  1.243  -3.738  -2.014
C  0.230  -3.749  -1.588
H  -2.300  -2.520  -0.069
H  -1.523  -4.005  0.614
H  1.260  -4.112  1.044
H  1.113  -2.535  1.901
H  -1.502  -2.433  1.518
H  2.320  -2.733  0.606
Cl  -2.468  -0.282  -1.409
C  -1.178  1.013  5.788
N  -1.269  0.178  4.583
C  -0.200  0.021  3.747
S  -0.378  0.059  2.055
N  1.015  -0.174  4.335
C  1.166  -0.954  5.570
H  -0.137  1.141  6.092
H  -1.742  0.525  6.590
H  -1.635  1.993  5.599
H  -2.141  0.284  4.057
H  1.758  -0.284  3.645
H  1.690  -1.888  5.346
H  1.774  -0.384  6.277
H  0.191  -1.173  6.008

Properties
Largest force on an atom   0.095 Eh/bohr
Net charge   +3
Frontier orbital gap (alpha / beta)   3.857 / 3.856 eV
E_LUMO (alpha / beta)   -13.1 / -13.1 eV
Multiplicity   1

=====

No. 6
Formula: C11H29N3NiS2
Source: the OMol25 dataset
Level of theory: ωB97M-V/def2-TZVPD

Atoms and positions in Å:
Ni  -0.503  -0.027  0.150
S  -0.901  2.214  -0.069
S  -0.783  -2.290  0.053
C  -2.739  2.300  -0.122
C  -0.589  2.351  -1.862
C  -1.021  1.118  -2.635
N  -0.459  -0.079  -1.974
C  -0.960  -1.334  -2.573
C  -0.472  -2.503  -1.740
H  0.493  2.499  -1.943
H  -1.102  3.254  -2.208
H  -0.658  1.170  -3.675
H  -2.113  1.021  -2.671
H  -0.595  -1.422  -3.609
H  -2.054  -1.290  -2.612
H  0.615  -2.608  -1.820
H  -0.945  -3.445  -2.034
C  -2.614  -2.454  0.014
H  0.552  -0.058  -2.138
H  -3.080  -1.647  -0.560
H  -2.963  -2.421  1.052
H  -2.877  -3.429  -0.411
H  -3.097  2.293  0.914
H  -3.169  1.457  -0.674
H  -3.034  3.249  -0.587
C  4.865  0.170  -1.459
C  4.921  0.223  -0.117
H  4.818  1.080  -2.070
H  4.895  -0.785  -1.999
H  4.922  1.182  0.418
H  5.022  -0.686  0.489
N  1.385  0.072  1.121
C  1.507  -0.635  2.418
C  0.721  0.024  3.547
C  -0.550  0.775  3.150
N  -1.343  0.037  2.126
H  1.560  1.071  1.213
H  2.063  -0.282  0.446
H  1.135  -1.651  2.245
H  2.567  -0.690  2.687
H  0.454  -0.761  4.272
H  1.388  0.722  4.078
H  -1.171  0.924  4.043
H  -0.316  1.759  2.727
H  -2.264  0.456  1.979
H  -1.512  -0.925  2.419

Properties
⟨S²⟩   2.0063
Largest force on an atom   0.026 Eh/bohr
Net charge   +2
Frontier orbital gap (alpha / beta)   9.603 / 8.050 eV
E_LUMO (alpha / beta)   -5.6 / -7.1 eV
Multiplicity   3

=====

No. 7
Formula: C11H30B3F2N3O14Tl
Source: the OMol25 dataset
Level of theory: ωB97M-V/def2-TZVPD

Atoms and positions in Å:
Tl  -14.962  12.816  7.106
B  -16.220  16.601  5.937
H  -17.004  16.086  6.469
H  -16.099  16.027  5.032
H  -16.419  17.628  5.673
H  -15.299  16.683  6.494
B  -13.014  9.574  5.925
H  -13.715  9.966  5.204
H  -12.669  8.576  5.702
H  -12.229  10.282  6.140
H  -13.529  9.509  6.871
B  -11.887  15.015  5.447
H  -11.553  13.992  5.521
H  -11.231  15.609  4.829
H  -12.844  14.885  4.965
H  -11.927  15.416  6.449
C  -17.479  12.455  0.640
C  -16.578  13.131  1.540
O  -15.875  14.063  1.137
O  -16.502  12.705  2.698
H  -17.185  11.408  0.568
H  -17.416  12.928  -0.340
H  -18.477  12.480  1.078
C  -27.108  13.161  0.406
C  -26.880  13.969  1.639
O  -25.515  13.599  1.660
C  -24.995  13.553  0.407
O  -23.738  13.438  0.168
O  -26.102  13.538  -0.423
F  -27.453  13.365  2.658
H  -28.109  13.419  0.059
H  -27.076  12.085  0.578
H  -27.127  15.030  1.678
C  -12.276  8.092  1.384
C  -13.440  8.696  0.665
O  -13.639  7.787  -0.419
C  -12.490  7.183  -0.710
O  -12.232  6.372  -1.591
O  -11.683  7.385  0.295
F  -12.966  9.807  0.120
H  -12.714  7.505  2.190
H  -11.670  8.898  1.798
H  -14.360  8.906  1.210
C  -13.875  13.971  -3.796
N  -14.472  12.965  -4.690
O  -15.535  12.439  -4.330
O  -13.861  12.683  -5.712
H  -12.936  13.560  -3.425
H  -14.606  14.177  -3.014
H  -13.570  14.843  -4.375
C  -18.486  6.571  0.605
N  -19.231  5.690  1.554
O  -20.319  6.086  2.013
O  -18.548  4.735  1.895
H  -19.126  7.385  0.266
H  -18.104  5.955  -0.208
H  -17.713  6.994  1.247
C  -20.099  16.980  1.600
N  -18.946  17.201  0.599
O  -17.925  17.782  0.933
O  -19.002  16.653  -0.489
H  -20.107  17.684  2.432
H  -19.847  15.969  1.921
H  -21.003  17.032  0.994

Properties
Largest force on an atom   0.140 Eh/bohr
Net charge   -1
Frontier orbital gap   2.329 eV
E_LUMO   -4.0 eV
Multiplicity   1

=====

No. 8
Formula: C11H30GaO2P2
Source: the OMol25 dataset
Level of theory: ωB97M-V/def2-TZVPD

Atoms and positions in Å:
Ga  0.003  0.000  -0.897
H  -0.750  -0.480  0.228
H  -0.756  0.412  0.231
P  -0.097  -2.315  -1.312
P  -0.099  2.318  -1.296
C  1.414  3.305  -0.907
H  1.290  4.370  -1.173
H  1.634  3.214  0.169
H  2.262  2.879  -1.468
C  -0.401  2.741  -3.066
H  -1.346  2.270  -3.379
H  -0.453  3.834  -3.217
H  0.414  2.315  -3.672
C  -1.426  3.277  -0.437
H  -1.266  3.215  0.652
H  -1.430  4.337  -0.748
H  -2.399  2.817  -0.674
C  -0.223  -2.731  -3.104
H  -0.298  -3.821  -3.262
H  -1.112  -2.226  -3.515
H  0.667  -2.336  -3.620
C  1.340  -3.342  -0.768
H  1.447  -3.259  0.326
H  1.217  -4.403  -1.050
H  2.256  -2.939  -1.233
C  -1.530  -3.238  -0.599
H  -2.460  -2.752  -0.935
H  -1.529  -4.298  -0.912
H  -1.484  -3.181  0.501
C  1.705  0.001  -0.008
O  2.761  0.000  0.501
H  0.741  0.016  -2.382
C  -1.432  0.247  3.011
C  0.003  0.000  2.523
C  0.919  1.119  3.042
C  0.495  -1.366  3.018
O  0.003  0.000  1.103
H  -1.477  0.249  4.121
H  -2.111  -0.546  2.628
H  -1.802  1.226  2.638
H  0.909  1.147  4.153
H  1.965  0.960  2.715
H  0.578  2.104  2.658
H  -0.164  -2.174  2.633
H  1.527  -1.560  2.656
H  0.495  -1.406  4.129

Properties
Largest force on an atom   0.242 Eh/bohr
Net charge   +1
Relative energy (zero: lowest compared OMol25 entry of this formula, charge and spin)   397.0 kJ/mol
Frontier orbital gap   7.286 eV
E_LUMO   -3.2 eV
Multiplicity   1